(1)
60
Properties=species:S:1:pos:R:3 method="wB97M-V/def2-TZVPD" relative_energy_ev=1.4206 orbital_gap_ev=8.90 lumo_energy_ev=0.36 smiles="CNC(=O)[C@H](Cc1ccc(O)cc1)NC(C)=O.c1ccc(Cn2cnc3ncccc32)cc1" homo_energy_ha=-0.314 e_tot_ev=-39957.0849 total_charge=0
O 3.2318 -6.5826 -2.0120
O 3.2643 -2.7637 1.1044
N -0.6819 8.0092 0.1461
N 1.4608 6.9426 -0.1065
O -0.5073 0.8928 -1.0670
C 3.1577 -6.9339 -0.8434
C 2.7083 -3.8468 1.2269
C -1.8882 7.6381 -0.2094
C 2.1069 5.8652 -0.5824
C 0.1378 6.9846 -0.2846
C 1.4518 4.8146 -1.2447
C -4.3242 2.9239 1.7460
C -4.8130 4.2337 1.7416
C -3.4426 2.5051 0.7458
C 0.5704 -1.0574 -1.9520
C -0.6308 -1.1611 0.1732
C 0.0698 4.8680 -1.4300
C -4.4188 5.1257 0.7384
C -3.0495 3.3973 -0.2567
C 0.9345 -2.4104 -1.8109
C -0.2705 -2.5165 0.3080
C -0.2012 -0.4271 -0.9546
C -0.5872 5.9876 -0.9250
C -3.5314 4.7156 -0.2686
C 0.5228 -3.1381 -0.6779
N 2.4022 -4.2589 2.4661
N -1.8977 6.4129 -0.8696
N 2.7744 -6.1284 0.1459
C 3.5118 -8.3508 -0.4557
C 1.6964 -5.4630 2.9077
C -3.0832 5.6814 -1.3374
C 0.9790 -4.5743 -0.5044
C 2.4372 -4.7083 -0.0265
H -0.6225 1.2992 -0.2071
H -2.7793 8.2243 -0.0069
H 3.1825 5.8073 -0.4474
H 2.0257 3.9688 -1.6078
H -4.6333 2.2317 2.5235
H -5.4960 4.5594 2.5210
H -3.0713 1.4848 0.7423
H 0.8937 -0.4882 -2.8104
H -1.2252 -0.6814 0.9344
H -0.4623 4.0722 -1.9425
H -4.8025 6.1415 0.7518
H -2.3698 3.0583 -1.0323
H 1.5469 -2.8869 -2.5651
H -0.5843 -3.0723 1.1802
H 2.6727 -3.5982 3.1799
H 2.7689 -6.4995 1.0793
H 3.8784 -8.8736 -1.3387
H 4.2898 -8.3356 0.3050
H 2.6243 -8.8540 -0.0774
H 2.3872 -6.3052 2.9614
H 0.8726 -5.7032 2.2355
H 1.2842 -5.2953 3.9042
H -2.8457 5.1435 -2.2607
H -3.8892 6.3829 -1.5742
H 0.3141 -5.0739 0.1986
H 0.8756 -5.0831 -1.4639
H 3.0748 -4.3007 -0.8134

---

(2)
69
Properties=species:S:1:pos:R:3 method="wB97M-V/def2-TZVPD" relative_energy_ev=0.0000 orbital_gap_ev="6.34 / 6.54" lumo_energy_ev="4.40 / 4.40" multiplicity=3 homo_energy_ha="-0.071 / -0.079" e_tot_ev=-87128.6350 total_charge=-2
Ti -0.8960 -0.0625 0.4790
O -0.1687 1.5522 4.3606
C -0.1257 0.9870 3.2713
O -0.5109 1.4194 2.1340
C 0.5291 -0.3882 3.1764
C 1.2276 -1.0477 4.1705
C 1.9330 -2.1945 3.8160
C 1.9882 -2.5928 2.4859
C 1.2660 -1.8714 1.5527
N 0.4974 -0.8588 1.9384
C 1.4010 -1.9181 0.0371
O 2.1490 -2.7475 -0.4705
O 0.7899 -0.9473 -0.5220
H 1.2365 -0.6453 5.1739
H 2.4874 -2.7417 4.5698
H 2.6053 -3.4164 2.1541
C -1.5581 2.4808 -4.1793
O -1.6697 1.2094 -3.5348
C -1.1829 1.0762 -2.2984
O -1.3864 0.0271 -1.6978
N -0.4323 2.0810 -1.8038
N -0.0655 1.8642 -0.4603
H -2.0432 2.3594 -5.1438
H -0.5168 2.7678 -4.3246
H -2.0591 3.2553 -3.5997
H -0.3929 3.0954 -2.1196
H -0.4186 2.6089 0.1343
H 0.9463 1.8450 -0.3893
N 0.2561 7.8925 -6.8076
C 0.0960 7.0843 -5.6287
C 1.0532 6.1428 -5.2739
C 0.8916 5.3330 -4.1582
C -0.2553 5.4085 -3.3267
C -1.2213 6.3668 -3.7267
C -1.0430 7.1777 -4.8378
S -3.8055 1.8994 -0.6213
O -0.4208 4.6591 -2.2873
O -5.1204 1.2679 -0.9195
N -2.9169 0.9967 0.4145
C -3.3650 0.6557 1.6303
N -4.4716 1.1724 2.2033
C -4.7188 0.7749 3.4400
C -3.9185 -0.1113 4.1458
C -2.8106 -0.5965 3.4667
N -2.5532 -0.2563 2.2226
H 1.2179 8.1908 -6.9052
H -0.3144 8.7249 -6.7392
H 1.9456 6.0389 -5.8865
H 1.6625 4.6164 -3.8952
H -2.1175 6.4564 -3.1235
H -1.8132 7.9005 -5.0983
H -5.6091 1.1987 3.8995
H -4.1374 -0.3971 5.1640
H -2.1228 -1.2986 3.9296
C -3.7310 -4.5782 -1.0437
C -2.6091 -4.5930 0.0044
C -3.1646 -5.1277 1.3319
C -1.4757 -5.5088 -0.4772
C -2.0975 -3.2258 0.1902
C -1.6685 -2.0903 0.2945
H -4.1235 -5.5884 -1.2068
H -3.3543 -4.1871 -1.9892
H -4.5447 -3.9303 -0.7156
H -3.5528 -6.1451 1.2095
H -3.9702 -4.4843 1.6890
H -2.3796 -5.1401 2.0901
H -1.8452 -6.5283 -0.6367
H -0.6704 -5.5349 0.2585
H -1.0577 -5.1314 -1.4108

---

(3)
73
Properties=species:S:1:pos:R:3 method="wB97M-V/def2-TZVPD" relative_energy_ev=0.4801 orbital_gap_ev=7.01 lumo_energy_ev=3.74 homo_energy_ha=-0.120 e_tot_ev=-71842.1107 total_charge=-2
Cs 0.4162 1.5815 1.1088
O -1.4801 2.0146 -0.8648
C -2.3824 2.8789 -1.2269
O -2.5135 3.4241 -2.3011
C -3.3573 3.1684 -0.1066
C -4.7050 3.3462 -0.4005
C -5.5698 3.6038 0.6415
C -5.0591 3.7217 1.9291
C -3.6976 3.5654 2.1135
N -2.8693 3.2652 1.1201
C -3.0290 3.7710 3.4558
O -3.8322 3.6791 4.5427
O -1.8831 4.0798 3.5508
H -0.7116 1.8156 -1.5514
H -5.0386 3.2696 -1.4257
H -6.6305 3.7278 0.4630
H -5.7121 3.9819 2.7535
H -4.5984 3.1294 4.3301
C -1.2781 -1.7783 4.2715
Sb -1.3967 0.3612 4.0793
C -1.2214 0.7422 6.1898
C -3.5780 0.4096 4.0899
H -1.9468 -2.1221 5.0637
H -0.2489 -2.0441 4.5122
H -1.5578 -2.2358 3.3217
H -2.0173 0.2401 6.7441
H -1.2634 1.8173 6.3690
H -0.2472 0.3733 6.5117
H -3.9411 0.9646 4.9591
H -3.9576 -0.6127 4.1325
H -3.9443 0.8633 3.1664
C 3.2028 -5.5615 -3.1378
C 2.3285 -4.4597 -3.6828
C 1.4023 -4.7422 -4.6798
C 0.5554 -3.7502 -5.1559
C 0.6679 -2.4617 -4.6680
C 1.6083 -2.1570 -3.6859
N 1.6797 -0.8316 -3.2188
C 2.8013 -0.0305 -3.2734
C 3.9498 -0.4504 -3.9603
C 5.0796 0.3481 -4.0144
C 5.1050 1.5845 -3.3855
C 3.9730 2.0036 -2.6996
C 2.8235 1.2310 -2.6389
C 1.6416 1.7828 -1.8710
O 0.4911 1.3631 -2.2431
O 1.8475 2.5757 -0.9421
C 2.4206 -3.1650 -3.1553
C 3.3418 -2.8879 -1.9969
H 3.0856 -6.4716 -3.7267
H 2.9416 -5.7926 -2.1022
H 4.2579 -5.2797 -3.1460
H 1.3312 -5.7520 -5.0691
H -0.1838 -3.9813 -5.9131
H 0.0301 -1.6681 -5.0369
H 0.8252 -0.3487 -2.9576
H 3.9372 -1.4105 -4.4599
H 5.9503 -0.0032 -4.5571
H 5.9911 2.2055 -3.4205
H 3.9596 2.9487 -2.1718
H 4.3877 -2.8374 -2.3132
H 3.2581 -3.6759 -1.2476
H 3.0946 -1.9442 -1.5178
F 1.6580 -0.0694 4.4722
B 2.5062 1.0290 4.7707
F 1.7353 2.2090 4.7542
F 3.0822 0.8435 6.0392
F 3.5121 1.1099 3.7860
F -2.2793 -0.2789 1.1085
B -2.2066 -1.3104 0.1253
F -0.9351 -1.9120 0.2177
F -3.2241 -2.2452 0.3868
F -2.3831 -0.7579 -1.1544

---

(4)
73
Properties=species:S:1:pos:R:3 method="wB97M-V/def2-TZVPD" relative_energy_ev=0.5429 orbital_gap_ev=6.93 lumo_energy_ev=3.72 homo_energy_ha=-0.118 e_tot_ev=-71842.0479 total_charge=-2
Cs 0.4132 1.5649 1.0926
O -1.4819 2.0244 -0.8585
C -2.3747 2.9010 -1.2106
O -2.5036 3.4613 -2.2775
C -3.3447 3.1892 -0.0822
C -4.6865 3.3897 -0.3872
C -5.5574 3.6599 0.6456
C -5.0540 3.7625 1.9367
C -3.6969 3.5738 2.1355
N -2.8613 3.2668 1.1493
C -3.0409 3.7331 3.4892
O -3.8678 3.6845 4.5679
O -1.8740 3.9170 3.6240
H -0.7177 1.8285 -1.5545
H -5.0021 3.3223 -1.4189
H -6.6137 3.8058 0.4588
H -5.7180 4.0335 2.7480
H -4.6796 3.2162 4.3354
C -1.3088 -1.7935 4.2447
Sb -1.3939 0.3431 4.0503
C -1.2055 0.7102 6.1617
C -3.5732 0.4283 4.0561
H -1.9805 -2.1284 5.0387
H -0.2824 -2.0710 4.4866
H -1.5958 -2.2500 3.2961
H -2.0133 0.2204 6.7108
H -1.2258 1.7846 6.3510
H -0.2399 0.3193 6.4840
H -3.9242 0.9856 4.9297
H -3.9709 -0.5877 4.0906
H -3.9305 0.8946 3.1354
C 3.2651 -5.5401 -3.0967
C 2.3608 -4.4610 -3.6361
C 1.4167 -4.7728 -4.6076
C 0.5432 -3.8026 -5.0784
C 0.6454 -2.5052 -4.6118
C 1.6017 -2.1702 -3.6551
N 1.6643 -0.8365 -3.2112
C 2.7812 -0.0304 -3.2845
C 3.9241 -0.4459 -3.9828
C 5.0469 0.3609 -4.0565
C 5.0731 1.6021 -3.4366
C 3.9483 2.0167 -2.7370
C 2.8055 1.2355 -2.6556
C 1.6311 1.7822 -1.8768
O 0.4744 1.3759 -2.2460
O 1.8392 2.5637 -0.9373
C 2.4435 -3.1577 -3.1286
C 3.3870 -2.8501 -1.9971
H 3.1511 -6.4607 -3.6701
H 3.0341 -5.7634 -2.0521
H 4.3153 -5.2411 -3.1324
H 1.3542 -5.7898 -4.9801
H -0.2099 -4.0558 -5.8148
H -0.0133 -1.7267 -4.9764
H 0.8115 -0.3563 -2.9398
H 3.9174 -1.4096 -4.4760
H 5.9113 0.0094 -4.6091
H 5.9538 2.2295 -3.4881
H 3.9331 2.9645 -2.2135
H 4.4257 -2.7921 -2.3355
H 3.3302 -3.6258 -1.2324
H 3.1405 -1.9013 -1.5278
F 1.6689 -0.1238 4.4667
B 2.5246 0.9673 4.7758
F 1.7632 2.1539 4.7714
F 3.0990 0.7641 6.0447
F 3.5330 1.0502 3.7923
F -2.2999 -0.2808 1.0696
B -2.2401 -1.2981 0.0692
F -0.9738 -1.9166 0.1550
F -3.2676 -2.2280 0.3126
F -2.4074 -0.7227 -1.2030

---

(5)
104
Properties=species:S:1:pos:R:3 method="wB97M-V/def2-TZVPD" relative_energy_ev=17.7445 orbital_gap_ev=4.93 lumo_energy_ev=-5.08 homo_energy_ha=-0.368 e_tot_ev=-2591175.9699 total_charge=+1
N 2.3325 -1.7616 -1.8100
N 1.4791 -2.5252 -1.0195
C 1.9251 -3.5707 -0.2089
N 3.3797 -3.9550 -0.0716
C 4.0700 -3.2615 1.0853
C 5.3394 -2.4120 0.4852
C 5.7015 -1.0399 1.3703
F 5.1022 -1.0537 2.7325
F 7.1901 -1.1630 1.6179
C 5.5210 0.3516 0.5387
F 6.4823 1.3388 1.1602
F 5.9407 0.2764 -0.9011
S 3.8439 1.1503 0.5787
F 3.6887 0.9394 -1.1513
F 4.6236 2.6682 0.1988
F 3.9261 1.5813 2.2334
F 2.9888 -0.3019 0.8557
F 2.3200 1.9565 0.5151
N 0.8239 -4.3226 0.5463
C -0.1605 -4.9134 -0.4364
C -1.5788 -4.1059 -0.5811
O -2.4579 -4.5620 -1.5132
C -2.0337 -2.7646 0.2470
C -2.2117 -1.3164 -0.5570
C -2.6487 0.0612 0.2467
C -2.9128 0.0170 1.8929
C -2.7285 -1.4156 2.6714
C -2.2832 -2.7945 1.8812
H 3.2489 -1.5738 -1.3492
H 2.5757 -2.3509 -2.6612
H 0.4494 -2.2608 -1.0727
H 3.9014 -3.8665 -0.9706
H 3.3522 -2.6590 1.7850
H 4.5401 -4.1215 1.7670
H 5.2352 -2.1696 -0.6798
H 6.2745 -3.1533 0.5404
H 0.3749 -3.7236 1.2724
H 0.3728 -4.8735 -1.5037
H -0.4156 -6.0460 -0.2572
H -2.0147 -1.2059 -1.7163
H -2.7945 1.1024 -0.2755
H -3.2503 0.9626 2.5080
H -2.9234 -1.5113 3.8316
H -2.1234 -3.8493 2.4158
C -5.8399 -2.5990 0.0172
Br -7.2842 -3.1358 -1.1702
Br -6.2472 -2.9956 1.8777
Br -4.1341 -3.3585 -0.5282
H -5.7464 -1.5111 -0.0646
C -7.4738 1.8407 0.3181
Br -8.9180 1.3038 -0.8693
Br -7.8810 1.4440 2.1786
Br -5.7679 1.0812 -0.2274
H -7.3802 2.9286 0.2362
C -8.2580 -5.4505 4.6760
Br -7.3704 -3.7756 5.1131
Br -9.8174 -5.1703 3.5473
Br -7.0263 -6.7418 3.9015
H -8.6177 -5.8771 5.6182
C -8.2070 6.1999 1.7304
Br -9.6512 5.6630 0.5430
Br -8.6142 5.8032 3.5909
Br -6.5012 5.4404 1.1849
H -8.1134 7.2878 1.6485
C -3.2369 -7.6890 3.8998
Br -2.8494 -6.8842 5.6278
Br -2.3183 -6.7710 2.4513
Br -2.8716 -9.5996 3.8928
H -4.3110 -7.5682 3.7245
C 9.9631 0.6850 0.9693
Br 10.3506 1.4897 2.6974
Br 10.8817 1.6029 -0.4791
Br 10.3284 -1.2257 0.9624
H 8.8890 0.8057 0.7940
C 2.2442 1.6544 -4.2102
Br 0.8108 1.2778 -5.4701
Br 2.6048 0.1360 -3.0488
Br 3.8533 2.2764 -5.1091
H 1.8996 2.4725 -3.5691
C 7.1788 1.3419 5.1509
Br 5.7523 1.4941 6.4645
Br 7.7258 -0.5062 4.8870
Br 6.7116 2.2054 3.4715
H 8.0444 1.8769 5.5555
C 3.7371 3.4494 -9.0728
Br 3.2271 4.5625 -10.5844
Br 2.9527 1.6727 -9.1848
Br 5.6679 3.3754 -8.8472
H 3.3282 3.9234 -8.1743
C 11.5858 -0.6381 -3.9071
Br 9.7259 -1.2057 -3.8578
Br 12.6983 -1.6988 -2.7146
Br 12.2875 -0.6141 -5.7213
H 11.6154 0.3928 -3.5392
C -8.7617 10.7613 0.6507
Br -9.7950 11.0911 -0.9641
Br -9.9014 10.2966 2.1572
Br -7.3688 9.4347 0.3605
H -8.2603 11.7005 0.9069
C -8.0469 6.9014 -3.0467
Br -8.5569 8.0144 -4.5582
Br -8.8313 5.1247 -3.1587
Br -6.1161 6.8273 -2.8211
H -8.4558 7.3753 -2.1482

---

(6)
62
Properties=species:S:1:pos:R:3 method="wB97M-V/def2-TZVPD" relative_energy_ev=0.6008 orbital_gap_ev=5.01 lumo_energy_ev=-4.79 homo_energy_ha=-0.360 e_tot_ev=-128485.9669 total_charge=+1
Pd 0.8405 0.7824 -0.3541
Br 3.1350 -0.2987 -0.7250
C 4.0202 1.3852 -0.7613
C 5.3644 1.3911 -0.9668
C 6.0435 2.6264 -0.9770
C 5.3507 3.7805 -0.7655
C 3.9527 3.7702 -0.5350
C 3.2560 4.9754 -0.2822
C 1.9197 4.9591 -0.0306
C 1.2103 3.7374 -0.0369
C 1.8317 2.5484 -0.3004
C 3.2421 2.5398 -0.5396
H 5.9047 0.4668 -1.1178
H 7.1111 2.6432 -1.1447
H 5.8629 4.7341 -0.7613
H 3.8099 5.9054 -0.2817
H 1.3860 5.8775 0.1737
H 0.1469 3.7738 0.1595
C -3.4294 3.5330 1.4513
C -3.5354 2.9026 0.0721
N -3.3344 1.4513 0.1071
C -4.4362 0.6584 0.6843
C -4.1195 0.0956 2.0607
C -2.2802 0.8077 -0.3865
S -0.9857 1.8054 -1.1204
N -2.3035 -0.5016 -0.3837
C -1.3070 -1.3223 -0.7048
O -0.0711 -1.0708 -0.6359
C -1.7067 -2.6808 -1.1319
C -0.8882 -3.3967 -1.9987
C -1.2566 -4.6667 -2.4083
C -2.4306 -5.2338 -1.9313
C -3.2470 -4.5233 -1.0606
C -2.8957 -3.2422 -0.6720
H -3.5315 4.6149 1.3723
H -2.4611 3.3114 1.9048
H -4.2087 3.1728 2.1223
H -2.8157 3.3508 -0.6051
H -4.5241 3.0768 -0.3556
H -4.6613 -0.1482 -0.0132
H -5.2990 1.3215 0.7282
H -3.2688 -0.5821 2.0170
H -4.9802 -0.4630 2.4289
H -3.9006 0.8878 2.7765
H 0.0231 -2.9461 -2.3645
H -0.6305 -5.2154 -3.0993
H -2.7130 -6.2307 -2.2429
H -4.1596 -4.9687 -0.6883
H -3.5262 -2.6773 0.0006
F 1.5083 0.7932 2.1998
C 0.3862 1.1421 1.5799
F -0.5866 0.3125 1.9319
H 0.1184 2.1801 1.7558
C 2.6256 -5.1429 2.0918
Te 1.7551 -3.4596 1.1252
C 2.5099 -4.0058 -0.7929
H 2.2291 -6.0516 1.6477
H 2.3425 -5.1029 3.1411
H 3.7080 -5.1138 2.0075
H 3.5918 -4.1030 -0.7479
H 2.2496 -3.2250 -1.5048
H 2.0580 -4.9418 -1.1113

---

(7)
58
Properties=species:S:1:pos:R:3 method="wB97M-V/def2-TZVPD" orbital_gap_ev=3.09 lumo_energy_ev=-6.08 homo_energy_ha=-0.337 e_tot_ev=-57001.4133 total_charge=+1
C -1.9032 -0.4448 2.4505
O -2.3259 -0.3651 1.0803
C -2.7603 0.8329 0.6498
O -2.8097 1.8236 1.3531
C -3.1964 0.8016 -0.8039
C -4.7338 0.6551 -0.9444
C -5.2510 2.0672 -1.2370
C -4.0489 2.8230 -1.8360
N -2.8905 2.0610 -1.4168
C -1.6059 2.3946 -1.6844
C -0.5312 1.6809 -1.1684
C 0.8493 2.2117 -1.2105
C 0.9696 3.5989 -1.8793
C -0.0036 3.8196 -3.0198
C -1.4563 3.5919 -2.5768
H -1.4337 -1.4276 2.5335
H -1.1796 0.3453 2.6847
H -2.7668 -0.3593 3.1204
H -2.6553 -0.0093 -1.3178
H -4.9355 -0.0168 -1.7903
H -5.1523 0.2188 -0.0339
H -6.0834 2.0650 -1.9484
H -5.5726 2.5396 -0.3016
H -4.1322 2.8214 -2.9374
H -4.0019 3.8841 -1.5318
H -0.7069 0.6847 -0.7594
H 1.2547 2.2820 -0.1928
H 1.4505 1.4692 -1.7474
H 0.7651 4.3913 -1.1495
H 1.9850 3.7043 -2.2620
H 0.1095 4.8491 -3.3762
H 0.2494 3.1346 -3.8394
H -2.0846 3.4989 -3.4794
H -1.8128 4.4997 -2.0531
Cl 1.9672 -2.1523 6.5881
C 2.1487 -1.9014 4.9166
C 1.4404 -0.8690 4.2729
C 1.5419 -0.7233 2.8904
C 2.1852 -1.7163 2.0753
C 2.0846 -1.7152 0.6445
C 2.8185 -2.6972 -0.1347
C 2.2357 -3.4707 -1.1775
C 2.9439 -4.5293 -1.7555
C 4.2706 -4.7992 -1.3659
Cl 5.1721 -6.0237 -2.1364
C 4.8976 -4.0306 -0.3764
C 4.2129 -2.9399 0.1338
C 2.9057 -2.7295 2.7956
C 2.9463 -2.7863 4.1793
H 0.8219 -0.2010 4.8780
H 1.1149 0.1577 2.4012
H 1.3659 -1.0509 0.1608
H 1.2076 -3.2613 -1.4781
H 2.4835 -5.1054 -2.5569
H 5.9087 -4.2758 -0.0745
H 4.7456 -2.2683 0.8084
H 3.4150 -3.5112 2.2501
H 3.5664 -3.5266 4.6865